Model A:
8
Properties=species:S:1:pos:R:3 method="wB97M-V/def2-TZVPD" molar_mass_g_mol=109.18 multiplicity=1 lumo_energy_ev="-1.2641 / -2.1016" gap_ev="8.314 / 6.553" total_charge=0
C 0.3856 -0.0430 0.6370
N -0.8504 0.5016 0.1082
O -3.3437 1.0804 -0.0883
S 2.3381 0.7307 0.0942
S -2.6379 -0.1509 0.1866
H 0.5253 0.2060 1.7233
H 0.4273 -1.2192 0.5304
H -1.1014 1.4945 0.1054

Model B:
8
Properties=species:S:1:pos:R:3 method="wB97M-V/def2-TZVPD" molar_mass_g_mol=109.18 multiplicity=1 lumo_energy_ev="-1.3406 / -2.3145" gap_ev="8.081 / 6.397" total_charge=0
C -0.2213 -0.4177 -0.9208
N -0.1384 -0.0180 0.4419
O 0.9499 1.4062 2.4570
S -0.8624 -2.1984 -1.6473
S 0.1225 1.7114 1.2694
H -0.8671 0.3992 -1.3328
H 0.7950 -0.2216 -1.4259
H 0.2217 -0.6611 1.1585

We find model B to be the most stable, with the next structure 5.3 kcal/mol higher.

Model A:
46
Properties=species:S:1:pos:R:3 method="wB97M-V/def2-TZVPD" molar_mass_g_mol=355.46 multiplicity=1 lumo_energy_ev=0.4609 smiles="CC[C@@H](C)NC(=O)Nc1ccc2c(c1)N(C)C(=O)c1ccccc1S2" gap_ev=8.815 total_charge=0
O 1.2851 -3.6021 4.1121
O -2.5817 3.3190 0.2529
S 2.3159 -3.0163 -0.0512
C 1.4039 -3.0098 3.0216
C -2.2187 2.2595 -0.2920
C 5.4197 -1.6643 2.0472
C 4.9305 -1.5631 3.3525
C 4.5898 -2.1670 1.0519
C 0.8935 -0.9553 -0.9058
C 3.6496 -2.0974 3.6778
C -0.0305 0.0947 -0.8138
C -0.7525 -0.7113 1.3659
C 3.3026 -2.5518 1.3462
C 1.0053 -1.8534 0.1402
C 2.7924 -2.5798 2.6510
C -0.8290 0.2510 0.3534
C 0.1678 -1.7902 1.2691
N -1.7763 1.2619 0.5831
N 0.2391 -2.7331 2.3199
N -2.2667 2.0944 -1.6479
C -1.0006 -3.4166 2.6854
C -0.6941 3.0463 -4.0363
C -4.3491 2.9761 -2.5806
C -2.2157 3.0173 -3.9505
C -2.8167 3.1311 -2.5251
H 6.4176 -1.3074 1.8360
H 5.5593 -1.1055 4.0922
H 5.0036 -2.2251 0.0705
H 1.6113 -1.1111 -1.7364
H 3.3273 -2.1333 4.7377
H -0.0622 0.8332 -1.6295
H -1.3512 -0.6084 2.2941
H -2.0431 1.4560 1.5491
H -2.2291 1.1252 -1.9578
H -1.5435 -2.7762 3.3669
H -1.6157 -3.6369 1.8088
H -0.7897 -4.3778 3.1602
H -0.3916 3.1039 -5.0861
H -0.2376 3.9224 -3.5186
H -0.2479 2.1259 -3.5873
H -4.7567 2.9962 -1.5627
H -4.5818 2.0463 -3.0920
H -4.8056 3.8244 -3.1050
H -2.5750 3.8941 -4.5185
H -2.5636 2.0861 -4.4269
H -2.5882 4.1281 -2.1217

Model B:
46
Properties=species:S:1:pos:R:3 method="wB97M-V/def2-TZVPD" molar_mass_g_mol=355.46 multiplicity=1 lumo_energy_ev=0.2478 smiles="CC(C)CC(=O)NC(=S)Nc1ccccc1C(=O)Nc1ccccc1" gap_ev=8.602 total_charge=0
C -2.7169 -5.2558 0.1772
H -2.1915 -5.8853 0.8910
H -2.6289 -5.7084 -0.8077
H -3.7693 -5.2314 0.4532
C -2.1301 -3.8479 0.1836
C -2.2423 -3.2195 1.5705
H -1.7857 -3.8695 2.3129
H -1.7304 -2.2604 1.6051
H -3.2855 -3.0711 1.8443
H -1.0723 -3.8983 -0.0924
C -2.8459 -2.9776 -0.8673
C -2.2100 -1.6110 -0.8971
O -1.0767 -1.4217 -1.2895
N -3.0129 -0.6056 -0.4201
C -2.6928 0.7288 -0.1919
N -1.4026 1.0477 -0.3594
C -0.7417 2.2467 -0.1312
C -1.3654 3.4843 -0.2696
C -0.6568 4.6514 -0.0600
C 0.6841 4.6066 0.2840
C 1.3189 3.3838 0.4015
C 0.6279 2.1955 0.1891
C 1.3010 0.8757 0.3928
O 0.7398 -0.0604 0.9328
N 2.5773 0.8433 -0.0787
C 3.5022 -0.2062 -0.0494
C 4.7613 0.0304 -0.5987
C 5.7205 -0.9633 -0.5987
C 5.4364 -2.2042 -0.0530
C 4.1854 -2.4409 0.4902
C 3.2170 -1.4535 0.4968
H 2.2441 -1.6420 0.9173
H 3.9563 -3.4067 0.9153
H 6.1863 -2.9807 -0.0533
H 6.6926 -0.7674 -1.0266
H 4.9851 0.9984 -1.0268
H 2.9080 1.6778 -0.5440
H 2.3571 3.3537 0.7017
H 1.2329 5.5185 0.4631
H -1.1577 5.6017 -0.1635
H -2.4073 3.5269 -0.5373
H -0.8002 0.2335 -0.5251
S -3.9292 1.7042 0.2936
H -3.9700 -0.8243 -0.1732
H -3.9110 -2.9189 -0.6404
H -2.7164 -3.4349 -1.8500

We find model B to be the most stable, with the next structure 24.0 kcal/mol higher.

Model A:
14
Properties=species:S:1:pos:R:3 method="wB97M-V/def2-TZVPD" molar_mass_g_mol=88.11 multiplicity=1 lumo_energy_ev=0.7391 smiles="[H]/N=C/N.[H]/N=C/N" gap_ev=9.330 total_charge=0
N -1.8183 -0.9901 -1.5965
C -1.6053 0.3163 -1.2839
N -0.7069 1.0982 -1.7686
H -1.1498 -1.4777 -2.1859
H -2.7313 -1.4702 -1.7300
H -2.3394 0.8438 -0.7069
H -1.0167 2.0571 -1.6102
N 1.5337 0.2610 0.4905
C 1.0475 -0.1048 1.6951
N 1.7991 -0.6054 2.6090
H 0.8248 0.5156 -0.1743
H 2.5242 0.3185 0.3632
H -0.0081 0.0140 1.9822
H 1.4198 -0.5308 3.5731

Model B:
14
Properties=species:S:1:pos:R:3 method="wB97M-V/def2-TZVPD" molar_mass_g_mol=88.11 multiplicity=1 lumo_energy_ev=0.9003 gap_ev=9.834 total_charge=0
C 2.3684 -0.0112 0.0654
C -0.0057 0.0600 -0.0205
H 2.3740 0.9520 -0.6546
H 3.1772 -0.7252 -0.1310
H 2.4027 0.3941 1.0456
H 1.0242 -1.4812 -0.5286
H 0.6244 1.8907 0.3743
H -1.3345 -1.4684 0.4892
H -2.5301 0.6378 0.9012
H -2.3739 0.6198 -0.6783
N 1.1208 -0.7284 0.0496
N -0.0245 1.3270 -0.1435
N -1.2177 -0.7323 -0.1569
N -2.3844 -0.0252 0.0954

We find model A to be the most stable, with the next structure 25.6 kcal/mol higher.

Model A:
9
Properties=species:S:1:pos:R:3 method="wB97M-V/def2-TZVPD" molar_mass_g_mol=94.52 multiplicity=1 lumo_energy_ev="-0.0852 / 0.3942" gap_ev="8.269 / 8.584" total_charge=0
C -0.0577 0.2265 -0.2334
C 1.2946 0.3533 0.5811
C -1.2860 -0.5803 0.0230
F 2.2965 0.9938 -0.0095
Cl -2.7791 0.2345 0.1288
H -0.4258 1.1832 -0.6360
H 0.5277 -0.2008 -1.0009
H 1.7027 -0.4997 0.9267
H -1.2729 -1.7105 0.2201

Model B:
9
Properties=species:S:1:pos:R:3 method="wB97M-V/def2-TZVPD" molar_mass_g_mol=94.52 multiplicity=1 lumo_energy_ev=0.9707 smiles="C=C(F)CCl" gap_ev=10.884 total_charge=0
C -0.5965 -0.8649 0.1950
C 0.5574 -0.0442 -0.0846
C 0.5686 1.2954 -0.0754
H -0.7688 -1.1590 1.2372
H -0.4102 -1.7279 -0.4159
H 1.5389 1.6432 -0.4233
H -0.2687 1.8753 0.2481
F 1.5229 -0.9010 -0.3780
Cl -2.1435 -0.1168 -0.3029

Model C:
9
Properties=species:S:1:pos:R:3 method="wB97M-V/def2-TZVPD" molar_mass_g_mol=94.52 multiplicity=1 lumo_energy_ev=1.1272 smiles=F[C@@H]1C[C@H]1Cl gap_ev=10.741 total_charge=0
C 0.2643 -0.3375 -0.8267
C -0.8311 -0.3782 0.2083
C 0.3709 0.5641 0.5018
H 1.2249 -0.7596 -0.9294
H -0.8686 -1.2264 0.8596
H -1.6728 0.1680 -0.2670
H 0.2920 1.7070 0.5447
F -0.1919 0.3461 -1.8708
Cl 1.4123 -0.0835 1.7796

We find model B to be the most stable, with the next structure 19.2 kcal/mol higher.